# C45H56IN6O6PdTe

A structure of composition C45H56IN6O6PdTe (ωB97M-V/def2-TZVPD, the Open Molecules 2025 dataset).

Calculated values
- Molar mass: 1137.9 g mol⁻¹
- Lowest unoccupied orbital energy (spin up / spin down): -0.09 / -0.10 eV
- Spin multiplicity: 2
- HOMO energy (spin up / spin down): -7.47 / -7.86 eV
- <S²>: 0.7686

Positions of all 116 atoms, in Å:
Pd1 0.78166 -1.81379 0.30201
C1 -3.08234 -4.95834 -2.67892
N1 -2.63556 -4.23762 -1.49727
C2 -2.68563 -5.06146 -0.30373
C3 -1.41090 -3.45205 -1.63034
C4 -0.05089 -4.10117 -1.49993
C5 0.26917 -5.27676 -2.17936
C6 1.54168 -5.82556 -2.10840
C7 2.53345 -5.17621 -1.38768
C8 2.23284 -3.99486 -0.71906
C9 0.94266 -3.47405 -0.75105
H1 -4.15371 -5.14995 -2.58590
H2 -2.58076 -5.92337 -2.82107
H3 -2.92228 -4.34462 -3.56691
H4 -3.66368 -2.76663 -1.82195
H5 -2.04006 -5.94556 -0.38497
H6 -3.71356 -5.38848 -0.14083
H7 -2.35627 -4.47521 0.55609
H8 -1.46290 -2.67367 -0.86310
H9 -1.44338 -2.96298 -2.60997
H10 -0.47906 -5.76958 -2.78693
H11 1.76061 -6.74610 -2.63491
H12 3.53420 -5.58832 -1.33986
H13 3.01181 -3.46963 -0.17272
N2 0.85004 -1.75692 3.66076
C10 1.02855 -2.72934 2.77227
O1 0.14130 -3.06087 1.95475
C11 2.30706 -3.53617 2.83595
I1 2.95179 -4.03217 4.80728
H14 0.10669 -1.07846 3.51290
H15 1.61167 -1.49482 4.26644
H16 3.11550 -2.95985 2.38925
H17 2.15900 -4.46497 2.29773
C12 -1.08853 0.11020 -3.75825
C13 0.32428 -0.45011 -3.91156
C14 1.34526 0.68211 -4.06791
C15 0.37787 -1.37070 -5.12633
N3 0.62274 -1.32332 -2.76047
N4 0.51931 -0.71663 -1.47942
H18 -1.40625 0.56942 -4.69467
H19 -1.15319 0.87117 -2.98127
H20 -1.79075 -0.69145 -3.51672
H21 1.08522 1.31619 -4.91766
H22 2.34441 0.27527 -4.24123
H23 1.38498 1.32418 -3.18521
H24 0.16976 -0.81093 -6.03873
H25 -0.35759 -2.16960 -5.02423
H26 1.36549 -1.82840 -5.22219
H27 1.55900 -1.70587 -2.83342
H28 -0.45622 -0.47874 -1.30610
H29 1.04830 0.15153 -1.38825
C16 -3.67999 6.42070 -0.72854
C17 -2.72871 5.33993 -0.28750
C18 -2.69297 4.92960 1.03808
C19 -1.83084 3.93361 1.48897
C20 -1.85981 3.56130 2.94966
C21 -0.96951 3.36053 0.54713
Te1 0.47715 1.94083 1.36032
N5 1.39813 0.09214 1.23690
C22 2.67778 -0.01810 1.64328
O2 3.37009 -0.98832 1.29284
C23 3.29610 0.98293 2.58443
C24 2.59573 1.47315 3.68304
C25 3.17802 2.41877 4.51851
C26 4.45152 2.89454 4.24484
C27 5.16029 2.39503 3.15745
C28 4.59075 1.43216 2.34155
C29 2.11097 2.91047 0.36790
C30 2.92518 2.18558 -0.49781
C31 4.04125 2.76201 -1.08153
C32 4.33934 4.09006 -0.81105
C33 3.53251 4.81086 0.05374
C34 2.42193 4.23746 0.67314
C35 1.63323 5.05728 1.66319
C36 -1.01061 3.70928 -0.80377
C37 -0.13932 3.05998 -1.83944
C38 -1.89076 4.71429 -1.19726
H30 -3.78958 7.18440 0.04114
H31 -4.66989 6.00338 -0.92499
H32 -3.33285 6.89974 -1.64337
H33 -3.35882 5.40281 1.75260
H34 -2.66397 4.09264 3.45597
H35 -0.91593 3.81526 3.43785
H36 -2.00441 2.49336 3.09314
H37 1.60027 1.10080 3.89492
H38 2.63303 2.78819 5.37834
H39 4.89505 3.65020 4.88086
H40 6.15452 2.76576 2.94238
H41 5.13020 1.03067 1.49351
H42 2.71180 1.14357 -0.70343
H43 4.67459 2.17444 -1.73410
H44 5.20476 4.55986 -1.26077
H45 3.76872 5.84721 0.26801
H46 2.27271 5.81074 2.12161
H47 1.22812 4.42860 2.45885
H48 0.79319 5.56625 1.18440
H49 -0.04867 1.99248 -1.63447
H50 0.86800 3.47976 -1.82731
H51 -0.55670 3.19067 -2.83741
H52 -1.91480 5.01699 -2.23938
O3 -1.08016 0.38318 2.98971
C39 -1.57130 0.04130 1.90789
O4 -1.17353 0.58711 0.79797
C40 -2.67200 -0.97174 1.88679
C41 -3.05754 -1.54085 3.09577
C42 -4.04833 -2.51041 3.11446
C43 -4.64343 -2.93066 1.93993
C44 -4.25586 -2.35382 0.73107
C45 -3.27592 -1.36200 0.69746
N6 -4.87011 -2.81641 -0.44159
O5 -4.47740 -2.25529 -1.62651
O6 -5.68945 -3.74989 -0.47133
H53 -2.59204 -1.20326 4.01055
H54 -4.35218 -2.94987 4.05532
H55 -5.40571 -3.69584 1.92920
H56 -3.00463 -0.88020 -0.23011

Forces on the atoms, in the same order (eV/Å):
Pd 0.3238 0.0715 -0.9033
C -0.0316 -0.1049 0.0063
N 0.2797 0.0075 -0.3208
C 0.0248 0.0046 0.1254
C 0.0817 0.0055 -0.0470
C 0.0065 -0.2103 0.0245
C -0.0018 0.0228 0.0125
C 0.0273 0.0333 -0.0533
C -0.0268 -0.0306 0.0231
C -0.0121 -0.0368 -0.0146
C -0.2489 0.0162 0.2092
H 0.0043 -0.0116 -0.0056
H 0.0223 0.0037 -0.0177
H 0.0054 -0.0230 -0.0183
H 0.2250 -0.5761 0.0418
H 0.0219 0.0054 0.0117
H 0.0175 -0.0123 0.0349
H 0.0033 -0.0368 0.0138
H 0.0446 0.0497 -0.0237
H -0.0388 0.0899 0.0578
H -0.0202 -0.0054 0.0263
H 0.0103 0.0061 0.0085
H 0.0026 0.0169 -0.0166
H -0.0075 -0.0143 0.0320
N 0.1254 0.0993 -0.1128
C -0.0900 -0.4509 0.7758
O 0.3165 0.4558 -0.1131
C 0.0586 0.0357 -0.1247
I -0.0052 0.0045 -0.0030
H -0.0691 -0.0180 0.0048
H 0.0091 -0.0507 0.0113
H -0.0159 0.0143 -0.0091
H -0.0252 0.0001 -0.0090
C -0.0171 -0.1016 0.0175
C 0.0870 0.1017 0.0114
C -0.0351 -0.0130 0.0151
C 0.0242 -0.0357 0.0579
N -0.0499 0.0494 -0.0512
N -0.0403 0.0722 0.1710
H -0.0023 0.0235 0.0112
H -0.0397 -0.0350 -0.0340
H 0.0002 0.0051 -0.0369
H 0.0179 0.0115 0.0103
H -0.0051 -0.0006 -0.0061
H 0.0316 -0.0106 -0.0450
H 0.0204 -0.0014 0.0006
H -0.0004 0.0013 -0.0213
H -0.0071 0.0009 -0.0181
H -0.0332 -0.1088 0.0474
H -0.0164 0.0103 -0.0790
H 0.1048 -0.0509 -0.0604
C 0.0146 -0.0720 0.0065
C -0.0529 0.0862 -0.0065
C -0.0055 0.0195 0.0632
C 0.0430 0.1701 -0.1770
C 0.1087 -0.0095 -0.0879
C 0.2041 -0.8042 -0.7151
Te 0.4234 0.6885 1.4894
N -0.5267 0.1516 -0.5403
C -0.2046 0.0480 -0.0349
O 0.0315 -0.1453 0.1812
C -0.0596 0.1119 -0.1144
C 0.1173 -0.1038 0.0904
C -0.0092 0.0112 -0.0022
C -0.0123 -0.0039 -0.0117
C -0.0161 0.0190 -0.0126
C -0.0125 0.0256 -0.0171
C 0.0910 -0.1957 -0.2020
C 0.0195 0.0770 -0.0897
C -0.0383 0.0097 -0.0077
C -0.0276 0.0062 -0.0036
C 0.0168 0.0162 -0.0187
C -0.0438 0.0153 0.0632
C -0.0454 -0.0469 -0.1166
C -0.1668 0.2873 0.1756
C 0.0114 0.0997 0.1365
C 0.0905 -0.0058 -0.0431
H -0.0084 0.0044 -0.0064
H -0.0045 0.0165 -0.0013
H -0.0093 0.0069 0.0006
H 0.0031 -0.0100 0.0061
H 0.0149 0.0140 -0.0051
H -0.0290 0.0306 0.0483
H -0.0340 -0.0314 0.0447
H -0.0120 0.0288 0.0115
H 0.0005 -0.0096 -0.0050
H 0.0076 -0.0139 0.0048
H 0.0054 -0.0214 0.0169
H 0.0016 -0.0054 0.0076
H 0.0093 -0.0297 0.0578
H -0.0094 0.0143 -0.0194
H -0.0068 0.0016 -0.0030
H 0.0383 -0.0218 0.0496
H -0.0085 0.0049 0.0048
H 0.0225 0.0481 0.0419
H -0.0086 -0.0211 -0.0013
H 0.0085 0.0383 -0.0160
H -0.0155 0.0087 -0.0652
H -0.0089 -0.0344 0.0049
H -0.0225 -0.0183 -0.0020
O -0.0517 -0.5096 0.2753
C -0.0697 0.4235 0.0615
O -0.3403 -0.3635 -0.0333
C 0.0852 -0.0886 -0.2875
C -0.0520 0.0450 0.0276
C 0.0311 -0.0283 0.0016
C -0.0384 -0.0343 0.0633
C -0.0374 0.0324 -0.1195
C -0.0183 0.1027 0.0465
N -0.1517 0.1381 0.3004
O -0.2877 0.6794 -0.0928
O -0.0633 -0.0450 -0.0056
H 0.0444 -0.0277 -0.0176
H -0.0087 -0.0115 -0.0108
H 0.0042 0.0062 0.0096
H 0.0124 -0.0547 -0.0161